Entry from OMol25: C46H50Br2F3LaN6O6S4 as an isolated structure (ωB97M-V/def2-TZVPD).

The total energy is -262186.0390 eV. The orbital gap (spin up / spin down) is 5.458 / 4.541 eV. For the highest occupied orbital energy (spin up / spin down), the calculation gives -1.60 / -0.71 eV.

```
! wB97M-V def2-TZVPD RIJCOSX def2/J DEFGRID3
* xyz -2 1
La -0.4514 0.3563 0.7295
C -4.9289 -4.8031 -2.6773
C -4.0899 -3.9501 -1.7693
C -3.7483 -4.3698 -0.5033
C -2.9800 -3.5676 0.3763
C -2.6228 -4.0992 1.6123
N -1.9246 -3.4826 2.5838
C -1.3145 -4.1721 3.6827
C 0.1764 -4.4663 3.4342
C 0.4137 -5.4861 2.2994
N 1.5111 -5.1539 1.4136
C 1.4065 -3.8948 0.8369
C 2.3888 -3.1350 0.2456
C 3.7287 -3.5158 -0.0007
C 4.5899 -2.6901 -0.7008
C 6.0198 -3.1004 -0.9351
C 4.1388 -1.4756 -1.1919
C 2.8446 -0.9896 -0.9023
C 2.4202 0.2551 -1.4389
N 1.3363 0.9027 -1.1533
C 1.0449 2.0661 -1.9699
C -0.4423 2.4180 -1.9412
C -1.3525 1.3252 -2.4930
N -1.6427 0.2645 -1.5309
C -2.4425 -0.6360 -1.9903
C -2.8772 -1.8573 -1.3904
C -3.6423 -2.7130 -2.2031
C -2.5687 -2.2356 -0.0490
O -1.9915 -1.4478 0.7703
C 1.9671 -1.7826 -0.1167
O 0.8448 -1.3677 0.3105
H -5.0246 -5.8119 -2.2820
H -4.4880 -4.8572 -3.6719
H -5.9275 -4.3788 -2.7771
H -4.0710 -5.3454 -0.1594
H -2.9563 -5.1063 1.8514
H -1.5733 -2.5523 2.3591
H -1.8641 -5.1051 3.8580
H -1.3928 -3.5354 4.5708
H 0.6385 -4.8018 4.3652
H 0.6418 -3.5197 3.1545
H -0.4851 -5.5273 1.6752
H 0.5892 -6.4876 2.7039
H 2.4301 -5.3523 1.7922
H 0.4086 -3.4841 0.8374
H 4.0728 -4.4815 0.3515
H 6.2404 -4.0489 -0.4480
H 6.6953 -2.3452 -0.5349
H 6.2389 -3.2030 -1.9990
H 4.8111 -0.8479 -1.7628
H 3.0909 0.6679 -2.2095
H 1.3601 1.9002 -3.0143
H 1.6123 2.9348 -1.5998
H -0.6099 3.3166 -2.5367
H -0.7458 2.6450 -0.9167
H -0.8837 0.8797 -3.3838
H -2.2926 1.7831 -2.8294
H -2.8307 -0.4960 -3.0087
H -3.8881 -2.3780 -3.2004
Br -0.3825 -0.5149 3.4298
C 1.9936 2.1030 3.0628
Br -1.1601 2.8345 1.9120
H 1.0105 2.4393 3.3583
H 2.8491 2.4668 3.6428
F -6.1380 -1.0936 -1.6030
C -6.3826 -1.2379 -0.3004
F -7.5708 -0.6035 -0.0801
F -6.6743 -2.5441 -0.1219
C -5.3240 -0.7416 0.6273
C -5.0465 -1.4596 1.7834
C -4.1779 -0.9330 2.7242
C -3.6003 0.2984 2.4470
N -3.8027 0.9520 1.3207
C -4.6570 0.4817 0.4197
S -4.9053 1.4738 -1.0055
H -5.5168 -2.4199 1.9344
H -3.9326 -1.4677 3.6262
H -2.9630 0.7950 3.1687
C -1.3833 5.8098 -0.1863
S 0.2603 5.0298 0.0138
O 0.9446 5.7424 1.1041
C 1.0296 5.7783 -1.4858
C 0.4247 5.8439 -2.7321
C 1.1508 6.3106 -3.8171
C 2.4678 6.7087 -3.6685
C 3.0644 6.6547 -2.4187
C 2.3432 6.1915 -1.3336
H -1.2714 6.8862 -0.2587
H -1.9528 5.5402 0.6972
H -1.8652 5.3972 -1.0678
H -0.6016 5.5428 -2.8707
H 0.6761 6.3558 -4.7865
H 3.0313 7.0588 -4.5234
H 4.0911 6.9696 -2.2940
H 2.7858 6.1501 -0.3485
C 3.1000 -1.2131 2.9452
C 3.9241 -0.2895 2.1080
C 5.2155 -0.6346 1.7469
C 5.9949 0.2148 0.9824
C 5.4802 1.4271 0.5666
C 4.1940 1.8138 0.9162
C 3.6689 3.1564 0.4898
C 3.4173 0.9468 1.6891
N 2.1232 1.3366 2.0727
H 3.6519 -2.1301 3.1476
H 2.1808 -1.4664 2.4220
H 2.8002 -0.7417 3.8812
H 5.6132 -1.5835 2.0769
H 7.0050 -0.0639 0.7126
H 6.0861 2.1054 -0.0214
H 3.9583 3.9318 1.2045
H 2.5813 3.1588 0.4407
H 4.0706 3.4307 -0.4867
O -2.7110 4.4255 -2.8515
S -3.9378 3.6978 -2.5578
O -5.1070 4.5391 -2.4477
O -4.1221 2.4999 -3.3539
S -3.6130 2.9795 -0.5773
*
```

=====

Entry from OMol25: C46H52N3P2Sn as an isolated structure (ωB97M-V/def2-TZVPD).

The total energy is -77422.6910 eV. The orbital gap is 7.506 eV. For the highest occupied orbital energy, the calculation gives -10.33 eV.

```
! wB97M-V def2-TZVPD RIJCOSX def2/J DEFGRID3
* xyz 1 1
Sn -1.4076 -0.4235 0.6546
C 0.0001 1.3729 -4.4324
C -1.3481 1.4739 -3.7227
C -2.4716 1.7209 -4.7286
C -1.3245 2.5517 -2.6533
C -1.0387 3.8611 -3.0332
C -1.0230 4.8884 -2.1109
C -1.2903 4.6254 -0.7774
C -1.5969 3.3409 -0.3465
C -1.9941 3.0852 1.0922
C -3.5115 2.9324 1.2106
C -1.5045 4.1541 2.0609
C -1.6123 2.3119 -1.3026
N -2.0419 0.9991 -0.9266
C -3.1188 0.5348 -1.5157
C -3.4786 -0.8014 -1.3966
C -4.5927 -1.4879 -1.8903
C -4.4055 -2.8121 -1.5539
C -3.1754 -2.9111 -0.8796
N -2.6011 -1.6947 -0.7754
C -2.5853 -4.1987 -0.3649
C -1.1048 -4.0426 -0.0516
C -2.7434 -5.2908 -1.4320
C -3.3422 -4.6116 0.9061
H -0.0127 0.5558 -5.1538
H 0.8039 1.1950 -3.7213
H 0.2333 2.2896 -4.9747
H -1.5338 0.5072 -3.2523
H -2.3314 2.6672 -5.2514
H -3.4484 1.7547 -4.2460
H -2.4899 0.9293 -5.4771
H -0.8285 4.0738 -4.0723
H -0.8052 5.8994 -2.4273
H -1.2799 5.4398 -0.0668
H -1.5340 2.1374 1.4057
H -4.0078 3.8361 0.8535
H -3.8010 2.7779 2.2505
H -3.8883 2.0918 0.6278
H -2.0523 5.0880 1.9278
H -0.4405 4.3603 1.9454
H -1.6743 3.8258 3.0875
H -3.7323 1.2036 -2.1158
H -5.4220 -1.0517 -2.4201
H -5.0583 -3.6334 -1.7896
H -0.5613 -3.5851 -0.8804
H -0.6564 -5.0169 0.1473
H -0.9501 -3.4289 0.8373
H -2.1932 -5.0328 -2.3364
H -3.7847 -5.4491 -1.7029
H -2.3506 -6.2325 -1.0490
H -3.2643 -3.8391 1.6744
H -2.9279 -5.5378 1.3075
H -4.3999 -4.7731 0.6996
C 3.6737 -0.4187 0.8867
N 2.2165 -0.4423 0.6765
P 1.2340 -1.7607 1.1059
C 2.2517 -3.1824 0.6562
C 2.5074 -3.3778 -0.7016
C 3.2671 -4.4546 -1.1198
C 3.7629 -5.3557 -0.1848
C 3.5003 -5.1741 1.1634
C 2.7478 -4.0874 1.5874
C 1.1329 -1.7773 2.9269
C 1.9415 -0.9912 3.7479
C 1.7837 -1.0149 5.1235
C 0.8155 -1.8241 5.7006
C -0.0076 -2.5953 4.8953
C 0.1456 -2.5634 3.5182
P 1.3033 0.9358 0.2879
C 1.6520 2.1166 1.6199
C 0.9122 1.9723 2.7922
C 1.1552 2.7908 3.8821
C 2.1359 3.7695 3.8056
C 2.8760 3.9237 2.6413
C 2.6394 3.0986 1.5527
C 2.1237 1.6358 -1.1673
C 1.9357 2.9792 -1.4830
C 2.5556 3.5286 -2.5916
C 3.3587 2.7420 -3.4048
C 3.5263 1.3973 -3.1151
C 2.9086 0.8441 -2.0050
H 4.1857 -0.9895 0.1118
H 3.9472 -0.8496 1.8474
H 4.0309 0.6108 0.8558
H 2.1048 -2.6852 -1.4334
H 3.4670 -4.5989 -2.1725
H 4.3518 -6.2016 -0.5114
H 3.8855 -5.8753 1.8906
H 2.5521 -3.9462 2.6430
H 2.6750 -0.3248 3.3215
H 2.4152 -0.3959 5.7460
H 0.6969 -1.8446 6.7751
H -0.7750 -3.2166 5.3363
H -0.5177 -3.1635 2.9053
H 0.1403 1.2109 2.8610
H 0.5738 2.6703 4.7863
H 2.3224 4.4158 4.6527
H 3.6409 4.6862 2.5816
H 3.2160 3.2291 0.6461
H 1.3158 3.6062 -0.8540
H 2.4064 4.5746 -2.8219
H 3.8437 3.1747 -4.2684
H 4.1386 0.7763 -3.7546
H 3.0318 -0.2084 -1.7988
*
```

=====

Entry from OMol25: C46H52N9OW as an isolated structure (ωB97M-V/def2-TZVPD).

The total energy is -65825.4816 eV. The orbital gap (spin up / spin down) is 6.190 / 6.904 eV. For the highest occupied orbital energy (spin up / spin down), the calculation gives -8.25 / -9.36 eV.

```
! wB97M-V def2-TZVPD RIJCOSX def2/J DEFGRID3
* xyz 1 3
W 0.7817 0.1554 0.0697
C 3.1283 3.7659 -0.9134
C 1.9741 3.7172 0.0896
C 2.1955 2.8842 1.3500
N 2.0921 1.4186 1.2961
C 2.6963 0.7805 2.3030
C 3.2727 1.4389 3.4085
C 4.1468 0.9943 4.3957
C 4.7394 -0.2362 4.5773
C 4.4412 -1.3806 3.8467
C 3.4674 -1.5746 2.8937
C 2.5479 -0.6790 2.2962
N 1.4939 -1.1026 1.6127
C 0.9627 -2.4419 1.8769
C 1.1217 -3.4170 0.7215
C 0.3464 -2.8874 -0.4766
N 1.0189 -1.7080 -1.0183
C 1.9650 -1.8793 -1.9219
C 2.2984 -3.1309 -2.4987
C 3.0629 -3.4317 -3.6071
C 3.7528 -2.5989 -4.4788
C 3.9292 -1.2394 -4.3118
C 3.5332 -0.4080 -3.2741
C 2.7509 -0.6665 -2.1299
N 2.6147 0.2004 -1.1236
C 3.6349 1.2536 -1.0765
C 3.2916 2.5535 -1.8238
H 2.9915 4.6498 -1.5419
H 4.0643 3.9285 -0.3672
H 1.8379 4.7356 0.4662
H 1.0492 3.4535 -0.4148
H 3.1985 3.1417 1.7042
H 1.5014 3.2473 2.1207
H 2.9989 2.4769 3.5184
H 4.4316 1.7611 5.1084
H 5.4793 -0.3245 5.3615
H 5.0225 -2.2636 4.0890
H 3.3951 -2.5867 2.5164
H 1.4014 -2.8371 2.7938
H -0.1125 -2.3285 2.0524
H 2.1763 -3.5702 0.4714
H 0.7073 -4.3820 1.0246
H 0.2015 -3.6481 -1.2412
H -0.6430 -2.5876 -0.1410
H 1.8725 -3.9941 -2.0106
H 3.1063 -4.4900 -3.8423
H 4.2176 -3.0591 -5.3403
H 4.5029 -0.7423 -5.0870
H 3.8743 0.6129 -3.3737
H 3.8336 1.4767 -0.0338
H 4.5617 0.8306 -1.4684
H 4.0832 2.7770 -2.5443
H 2.3811 2.4062 -2.4084
N -3.3524 -3.2585 2.6293
C -4.5569 -2.8071 3.0344
C -4.6016 -1.4734 2.7070
C -3.3592 -1.2223 2.0947
N -2.6055 -2.3101 2.0469
H -2.9960 -4.1954 2.6946
H -5.2718 -3.4532 3.5146
H -5.4124 -0.7872 2.8775
H -2.9893 -0.3047 1.6665
C -0.0264 0.6837 -3.4729
C -0.2834 1.7871 -2.5002
N -0.9570 2.8561 -2.9280
O 0.1596 1.7674 -1.3383
H -0.7266 0.6943 -4.3057
H -0.0815 -0.2663 -2.9457
H 0.9906 0.7912 -3.8580
H -1.4329 2.8374 -3.8129
H -1.2357 3.5570 -2.2598
C -2.5361 3.2622 4.8598
C -1.8309 2.5329 3.7569
C -1.6238 3.1107 2.5090
C -0.9574 2.4055 1.5266
N -0.4792 1.1710 1.7132
C -0.6682 0.6094 2.9135
C -1.3359 1.2463 3.9397
H -3.1051 4.1079 4.4785
H -1.8105 3.6422 5.5815
H -3.2125 2.5974 5.3962
H -1.9845 4.1084 2.2938
H -0.8054 2.8260 0.5422
H -0.2770 -0.3884 3.0430
H -1.4721 0.7277 4.8796
N -1.1340 -0.3403 -0.4060
C -2.1901 -0.5213 -1.0601
C -2.6657 -1.8547 -1.5892
C -3.8933 -2.3590 -1.1679
C -4.3566 -3.5740 -1.6481
C -3.6139 -4.2826 -2.5837
C -2.4041 -3.7722 -3.0309
C -1.9312 -2.5668 -2.5306
C -3.0942 0.6211 -1.4592
C -3.6518 0.6526 -2.7369
C -4.3781 1.7563 -3.1632
C -4.5837 2.8294 -2.3057
C -4.0713 2.7846 -1.0142
C -3.3299 1.6883 -0.5997
H -4.4844 -1.7996 -0.4521
H -5.3054 -3.9633 -1.3016
H -3.9821 -5.2242 -2.9695
H -1.8262 -4.3124 -3.7703
H -0.9770 -2.1835 -2.8721
H -3.5145 -0.1938 -3.4001
H -4.8004 1.7713 -4.1601
H -5.1652 3.6821 -2.6314
H -4.2660 3.5987 -0.3264
H -2.9392 1.6434 0.4062
*
```

=====

Entry from OMol25: C46H54BBrCl5N8O2Tl as an isolated structure (ωB97M-V/def2-TZVPD).

The total energy is -202620.0618 eV. The orbital gap is 7.932 eV. For the highest occupied orbital energy, the calculation gives -8.22 eV.

```
! wB97M-V def2-TZVPD RIJCOSX def2/J DEFGRID3
* xyz 0 1
Tl -0.5534 0.6537 -0.1502
C -2.9132 5.3149 -1.4990
C -2.0487 4.1724 -1.9119
C -1.8307 3.6472 -3.1659
C -0.9529 2.5704 -2.9888
N -0.6465 2.4638 -1.6885
N -1.3301 3.4518 -1.0369
B -1.0430 3.8009 0.4310
N 0.4464 3.5599 0.7698
N 0.7738 2.4548 1.5016
C 1.9162 2.7477 2.1211
C 2.3659 4.0207 1.7364
C 1.4000 4.5036 0.8803
C 1.2913 5.8201 0.1871
C 2.4248 1.9291 3.2855
C 3.8758 2.2943 3.6002
C 1.5322 2.2569 4.4922
C 2.3471 0.4414 2.9942
N -1.8464 2.9490 1.4543
N -1.9076 1.5920 1.4003
C -2.4233 1.1517 2.5465
C -2.7517 2.2568 3.3397
C -2.3575 3.3708 2.6215
C -2.4092 4.8059 3.0254
C -2.6810 -0.3048 2.8647
C -4.1416 -0.6224 2.5139
C -2.4463 -0.5309 4.3628
C -1.7664 -1.2540 2.0908
C -0.3970 1.7249 -4.1164
C 0.7386 0.8144 -3.6726
C 0.1341 2.6831 -5.1938
C -1.5218 0.8733 -4.7219
H -3.6386 5.5264 -2.2825
H -3.4536 5.0884 -0.5803
H -2.3234 6.2166 -1.3240
H -2.2532 3.9998 -4.0916
H -1.3131 4.9540 0.5963
H 3.2580 4.5316 2.0562
H 2.2644 6.3074 0.1573
H 0.9346 5.6964 -0.8363
H 0.5938 6.4827 0.7039
H 3.9657 3.3309 3.9291
H 4.2507 1.6578 4.4050
H 4.5136 2.1522 2.7246
H 1.5791 3.3209 4.7329
H 0.4921 2.0007 4.2772
H 1.8596 1.6878 5.3666
H 3.0783 0.2179 2.2229
H 2.5790 -0.1382 3.8926
H 1.3581 0.1436 2.6393
H -3.2009 2.2537 4.3173
H -2.7484 4.8769 4.0571
H -1.4265 5.2707 2.9519
H -3.0949 5.3758 2.3969
H -4.8262 0.0014 3.0911
H -4.3306 -0.4448 1.4531
H -4.3601 -1.6698 2.7331
H -3.0987 0.0919 4.9750
H -2.6548 -1.5741 4.6095
H -1.4101 -0.3145 4.6346
H -2.0044 -1.2738 1.0270
H -0.7064 -1.0034 2.2246
H -1.8914 -2.2723 2.4611
H 1.5803 1.3840 -3.2748
H 0.4313 0.1029 -2.9109
H 1.0922 0.2426 -4.5340
H 0.8879 3.3558 -4.7809
H 0.5941 2.1058 -5.9980
H -0.6637 3.2871 -5.6284
H -1.8353 0.0888 -4.0320
H -2.3944 1.4810 -4.9699
H -1.1665 0.3943 -5.6368
O 5.2205 -1.6240 -0.4755
C 4.8934 -0.3040 -0.5663
C 5.9428 0.6046 -0.6341
C 5.6773 1.9601 -0.7374
C 4.3667 2.4166 -0.7733
C 3.3254 1.5034 -0.7118
C 3.5674 0.1403 -0.6024
C 2.4159 -0.8583 -0.6073
O 1.1830 -0.2898 -0.7572
N 2.6082 -1.6889 0.5820
N 1.5997 -2.4966 0.9750
C 1.5345 -2.7302 2.2251
C 0.4875 -3.5452 2.8304
Br -0.5505 -4.6049 1.6528
C 0.1812 -3.5349 4.1294
C 0.8754 -2.7528 5.1730
C 2.2636 -2.7228 5.3007
C 2.8683 -1.9489 6.2802
C 2.0954 -1.2009 7.1571
C 0.7113 -1.2530 7.0643
C 0.1087 -2.0301 6.0879
H 4.4147 -2.1355 -0.2978
H 6.9563 0.2261 -0.6088
H 6.5004 2.6616 -0.7926
H 4.1537 3.4749 -0.8528
H 2.2975 1.8414 -0.7575
H 2.5461 -1.5237 -1.4779
H 3.0977 -1.2159 1.3309
H 2.2377 -2.2607 2.9127
H -0.6847 -4.1020 4.4519
H 2.8760 -3.3340 4.6489
H 3.9475 -1.9404 6.3636
H 2.5684 -0.5962 7.9198
H 0.0986 -0.6889 7.7558
H -0.9727 -2.0688 6.0189
Cl -3.8208 1.5363 -0.9989
C -3.3191 0.0242 -1.6806
C -2.0923 -0.5397 -1.3379
C -1.8234 -1.8002 -1.8652
Cl -0.4188 -2.6572 -1.3632
C -2.6844 -2.4316 -2.7650
Cl -2.2909 -3.9703 -3.4274
C -3.8759 -1.8147 -3.1295
Cl -4.9389 -2.5687 -4.2482
C -4.2080 -0.5864 -2.5658
Cl -5.6993 0.1632 -2.9879
*
```